{
  "formula": "C4H8Br2NS",
  "method": "the ωB97M-V functional and the def2-TZVPD basis",
  "symbols": ["C", "C", "Br", "C", "Br", "S", "C", "N", "H", "H", "H", "H", "H", "H", "H", "H"],
  "coordinates": [[2.5855, -0.6610, 0.7488], [1.9627, 0.4109, -0.0721], [3.1653, 1.6312, -0.7951], [0.6365, 0.5602, -0.2880], [-0.1349, 1.9354, -1.3192], [-0.4747, -0.5828, 0.4290], [-1.9969, -0.5827, -0.6008], [-2.8737, 0.5454, -0.5023], [3.4909, -0.9939, 0.2629], [2.8256, -0.2787, 1.7322], [1.9384, -1.5204, 0.8503], [-0.8624, 0.0194, 1.5684], [-1.6219, -0.7283, -1.6094], [-2.5256, -1.4824, -0.3141], [-2.4423, 1.3916, -0.1672], [-3.6726, 0.3362, 0.0767]],
  "mulliken_charge": [-1.322, 0.557, -0.037, 0.058, -0.012, 0.093, -0.688, -0.445, 0.400, 0.341, 0.439, 0.235, 0.409, 0.462, 0.235, 0.275],
  "total_charge": 1,
  "homo_energy_ev": -13.6,
  "lumo_energy_ev": -4.0
}

---

{
  "formula": "C4H8BrN2",
  "method": "the ωB97M-V functional and the def2-TZVPD basis",
  "symbols": ["C", "C", "C", "C", "N", "N", "Br", "H", "H", "H", "H", "H", "H", "H", "H"],
  "coordinates": [[-0.4127, 1.1178, -0.7109], [-2.8174, 0.5664, -0.3529], [-0.0435, 1.7110, 0.6247], [0.3336, -2.6534, 0.4131], [-1.7277, 0.5706, -0.7431], [-0.4013, -1.9220, -0.3438], [-4.3989, 0.0350, 0.0382], [0.2483, 0.3332, -1.1570], [-0.6189, 1.2443, 1.4061], [0.9475, 1.4958, 0.7595], [-0.2497, 2.7628, 0.5572], [0.9250, -3.5331, 0.3425], [-0.3062, 1.9892, -1.3413], [0.4085, -2.1752, 1.3644], [-0.6417, -2.2624, -1.2970]],
  "mulliken_charge": [-0.140, 0.310, -1.149, -0.303, 0.007, -0.382, 0.247, 0.320, 0.361, 0.322, 0.394, 0.287, 0.321, 0.210, 0.196],
  "total_charge": 1,
  "homo_energy_ev": -13.6,
  "lumo_energy_ev": -4.8
}

---

{
  "formula": "C4H8BrNO2P",
  "method": "the ωB97M-V functional and the def2-TZVPD basis",
  "symbols": ["C", "P", "C", "C", "N", "Br", "C", "O", "O", "H", "H", "H", "H", "H", "H", "H", "H"],
  "coordinates": [[-1.6083, -0.4152, -0.7633], [-0.3033, -1.0355, 0.3717], [-0.7102, -0.1313, 1.9322], [1.1719, -0.0118, -0.1471], [1.7561, -0.3945, -1.4412], [2.4753, -2.1694, -1.4047], [0.8354, 1.5132, -0.2307], [0.2597, 1.8569, -1.2828], [1.1884, 2.1862, 0.7516], [-2.4632, -1.0984, -0.7242], [-1.9337, 0.6024, -0.5508], [-1.2161, -0.4131, -1.7820], [0.0486, 0.6281, 2.1366], [-0.7549, -0.8416, 2.7619], [-1.6697, 0.3843, 1.8643], [1.9191, -0.1818, 0.6306], [1.0048, -0.4784, -2.1221]],
  "mulliken_charge": [-1.090, 0.187, -0.986, 0.056, -0.650, -0.178, 0.333, -0.699, -0.725, 0.362, 0.344, 0.269, 0.332, 0.341, 0.274, 0.432, 0.399],
  "total_charge": -1,
  "homo_energy_ev": -4.2,
  "lumo_energy_ev": 3.1,
  "smiles": "CP(C)[C@@H](NBr)C(=O)[O-]"
}

---

{
  "formula": "C4H8BrO2S",
  "method": "the ωB97M-V functional and the def2-TZVPD basis",
  "symbols": ["Br", "C", "C", "C", "S", "O", "O", "C", "H", "H", "H", "H", "H", "H", "H", "H"],
  "coordinates": [[-5.8163, -1.8032, 15.8251], [-8.9771, 0.5420, 12.5518], [-7.7329, 1.3971, 12.5414], [-6.6084, 0.2912, 12.6162], [-7.1958, -1.2063, 11.5742], [-7.2198, -2.4232, 12.4010], [-6.7343, -1.2618, 10.1638], [-8.8943, -0.6009, 11.4991], [-9.7967, 1.2342, 12.3585], [-9.0739, 0.0527, 13.5209], [-7.7203, 2.1762, 13.3035], [-7.7634, 1.9686, 11.6137], [-6.5406, -0.0398, 13.6526], [-5.6136, 0.5820, 12.2785], [-9.5653, -1.4551, 11.5894], [-8.9947, -0.1449, 10.5142]],
  "lowdin_spin": [0.982, 0.000, 0.000, 0.002, 0.001, 0.012, 0.000, 0.000, 0.000, 0.000, 0.000, 0.000, 0.002, 0.000, 0.000, 0.000],
  "s_squared": 0.75,
  "homo_energy_ev": [-10.4, -10.4],
  "lumo_energy_ev": [0.7, -3.7],
  "spin_multiplicity": 2
}

---

{
  "formula": "C4H8Cl",
  "method": "the ωB97M-V functional and the def2-TZVPD basis",
  "symbols": ["Cl", "H", "C", "H", "C", "C", "C", "H", "H", "H", "H", "H", "H"],
  "coordinates": [[0.6584, -0.0640, -2.6714], [0.9461, -0.7862, -0.4099], [0.0909, -0.6943, 0.3035], [-0.4078, -1.6754, 0.2924], [0.6296, -0.4230, 1.7316], [-0.7574, 0.2933, -0.3336], [-0.4651, 0.8750, -1.6407], [1.3233, -1.2206, 2.0118], [1.1787, 0.5217, 1.7738], [-0.1714, -0.3820, 2.4784], [-1.6506, 0.6593, 0.1629], [-1.3925, 1.0440, -2.2068], [0.0177, 1.8523, -1.4920]],
  "lowdin_spin": [0.012, 0.001, 0.106, 0.036, 0.032, 0.615, 0.111, 0.002, 0.001, 0.000, 0.032, 0.015, 0.038],
  "s_squared": 0.75,
  "homo_energy_ev": [-7.7, -10.7],
  "lumo_energy_ev": [1.1, 0.5],
  "spin_multiplicity": 2
}

---

{
  "formula": "C4H8Cl2",
  "method": "the ωB97M-V functional and the def2-TZVPD basis",
  "symbols": ["C", "C", "C", "C", "H", "H", "H", "H", "H", "H", "H", "H", "Cl", "Cl"],
  "coordinates": [[-1.5441, 0.0601, 0.5028], [-0.5006, 0.8551, -0.3295], [0.6619, -0.0236, -0.7359], [1.4048, -0.6085, 0.3895], [-2.1273, 0.7908, 1.0740], [-0.9646, -0.4805, 1.2654], [-1.0894, 1.2581, -1.1795], [-0.2964, 1.7298, 0.2921], [1.3536, 0.5301, -1.4288], [0.0826, -0.7370, -1.3841], [1.3452, 0.1601, 1.1308], [1.0155, -1.4756, 0.8397], [-2.4007, -1.2290, -0.2878], [3.0593, -0.8300, -0.1485]],
  "mulliken_charge": [-0.403, -0.829, -0.440, -0.489, 0.375, 0.223, 0.336, 0.362, 0.349, 0.237, 0.309, 0.369, -0.183, -0.214],
  "homo_energy_ev": -10.7,
  "lumo_energy_ev": 0.9,
  "smiles": "ClCCCCCl"
}

---

{
  "formula": "C4H8Cl2",
  "method": "the ωB97M-V functional and the def2-TZVPD basis",
  "symbols": ["C", "C", "C", "C", "H", "H", "H", "H", "H", "H", "H", "H", "Cl", "Cl"],
  "coordinates": [[-1.4250, -0.2236, -0.8541], [-0.8707, 0.2803, 0.5553], [0.4767, -0.4238, 0.8557], [1.5628, 0.1271, -0.0622], [-0.9524, 0.3751, -1.6976], [-1.1987, -1.2578, -0.9378], [-2.4731, 0.0716, -0.6571], [-0.8164, 1.3439, 0.3408], [-1.6718, 0.2959, 1.2729], [0.8252, -0.2736, 1.8749], [0.4239, -1.5066, 0.6136], [1.0575, -0.0287, -1.1022], [3.1987, -0.6799, -0.1490], [1.8633, 1.8999, -0.0531]],
  "mulliken_charge": [-1.041, -0.525, -0.630, 0.132, 0.297, 0.294, 0.350, 0.305, 0.409, 0.321, 0.297, 0.143, -0.183, -0.171],
  "homo_energy_ev": -10.6,
  "lumo_energy_ev": 0.9,
  "smiles": "CCCC(Cl)Cl"
}

---

{
  "formula": "C4H8Cl2",
  "method": "the ωB97M-V functional and the def2-TZVPD basis",
  "symbols": ["C", "C", "C", "C", "H", "H", "H", "H", "H", "H", "H", "H", "Cl", "Cl"],
  "coordinates": [[-0.4739, 0.3233, 1.4567], [-0.0593, 0.3574, -0.0819], [-0.9867, -0.6068, -0.8599], [1.4360, -0.0865, -0.5067], [-1.5031, 0.7586, 1.7544], [-0.3368, -0.5489, 2.0544], [0.1688, 1.0185, 1.9559], [-0.9418, -0.5686, -1.9148], [-0.6045, -1.6870, -0.7009], [-2.2085, -0.5445, -0.7889], [1.7208, -1.0257, -0.1745], [1.3159, -0.4088, -1.7098], [-0.2622, 2.2223, -0.4495], [2.7354, 0.7968, -0.0345]],
  "mulliken_charge": [-1.340, 0.761, -1.252, -0.572, 0.319, 0.360, 0.408, 0.461, 0.302, 0.273, 0.367, 0.278, -0.208, -0.158],
  "homo_energy_ev": -10.5,
  "lumo_energy_ev": 0.7,
  "smiles": "CC(C)(Cl)CCl"
}

---

{
  "formula": "C4H8Cl3NO",
  "method": "the ωB97M-V functional and the def2-TZVPD basis",
  "symbols": ["C", "C", "C", "C", "N", "O", "Cl", "Cl", "Cl", "H", "H", "H", "H", "H", "H", "H", "H"],
  "coordinates": [[0.7119, 0.9003, 0.9073], [-0.8913, -1.4333, -0.2481], [-0.4476, 0.9170, -0.1132], [-3.0856, 0.1224, 0.1015], [-1.3063, -0.1326, 0.3277], [-0.0646, 0.8673, -1.4798], [-3.5932, 1.2333, 1.3475], [-3.3528, 0.5716, -1.4959], [-3.7973, -1.4147, 0.3405], [1.5152, 0.0600, 0.8651], [1.3406, 1.8592, 0.9091], [0.2134, 0.9725, 1.8377], [-1.5351, -2.3178, -0.1514], [-0.7432, -1.4036, -1.2955], [0.0413, -1.6917, 0.1758], [-0.9746, 2.0107, 0.0562], [0.3201, -0.0138, -1.5923]],
  "mulliken_charge": [-1.149, -1.250, 0.148, 0.501, -0.144, -0.502, -0.114, -0.099, -0.158, 0.241, 0.341, 0.384, 0.363, 0.447, 0.376, 0.267, 0.348],
  "homo_energy_ev": -9.3,
  "lumo_energy_ev": 0.6
}

---

Taking the records one at a time from the top gives F_max values of 0.0237 0.0539 0.0071 0.0530 0.0331 0.0747 0.0714 0.1176 0.0893 hartree/bohr.